Computed, not measured: a cluster of 18 separate species, H37O18 in total, with the ωB97M-V functional and the def2-TZVPD basis.

Properties
HOMO (alpha / beta), eV: -2.31 / -10.83
Spin multiplicity: 2
Energy, eV: -37450.5654
Expectation value of S²: 0.751
Energy above the lowest of the compared OMol25 structures with the same formula, charge and spin, eV: 2.148
F_max, eV/Å: 1.87

Each line ends with the Mulliken charge.
Positions of all 55 atoms, in Å:
H1 0.865 0.738 -1.085  0.33
H2 1.935 -0.695 1.412  0.31
H3 -3.409 3.335 -2.987  0.31
H4 3.749 -0.588 -4.251  0.37
O1 0.138 -3.218 -1.374  -0.59
H5 -3.190 2.036 -2.127  0.31
H6 0.965 2.803 5.816  0.31
H7 0.409 1.906 0.937  0.40
H8 0.244 -0.273 -5.081  0.20
O2 3.566 0.208 -3.688  -0.52
H9 -3.325 -2.944 -0.246  0.32
O3 -0.595 2.186 -1.425  -0.53
O4 -0.450 0.757 4.200  -0.62
H10 0.262 2.432 -1.057  0.12
H11 0.072 -3.537 -0.465  0.22
H12 -3.102 2.236 0.199  0.40
O5 2.071 -1.319 0.691  -0.63
O6 3.256 -0.936 -1.528  -0.28
H13 -2.611 1.051 -0.631  0.10
O7 -2.911 1.276 0.252  -0.70
H14 1.080 -0.854 -3.891  0.33
H15 -0.688 1.452 4.821  0.29
H16 1.417 -2.263 3.173  0.34
H17 -4.178 -0.745 2.952  0.29
H18 -2.999 -1.540 -0.598  0.27
H19 1.423 3.750 3.058  0.33
O8 -1.303 -1.100 -3.822  -0.60
H20 -0.649 -0.386 -3.746  0.28
O9 0.923 3.314 2.342  -0.60
H21 3.034 -0.275 -2.420  0.28
O10 -3.328 2.992 -2.090  -0.64
H22 1.244 -1.458 0.178  0.33
H23 -0.055 0.106 4.788  0.30
H24 0.139 3.997 5.084  0.34
H25 -1.058 3.019 -1.245  0.32
H26 1.528 -2.120 4.716  0.29
H27 0.550 -0.602 -1.901  0.25
O11 1.140 1.339 0.645  -0.84
H28 2.739 0.637 -3.972  0.33
H29 -3.184 0.097 2.085  0.31
O12 1.099 0.193 -1.913  -0.87
O13 1.988 -1.953 3.889  -0.60
H30 2.602 -1.216 -0.797  0.31
H31 -0.436 -4.940 1.944  0.31
H32 -0.791 -3.014 -1.578  0.34
H33 0.371 2.586 2.748  0.31
H34 3.977 -0.383 -1.198  0.49
O14 0.812 3.318 5.020  -0.68
O15 0.154 -4.511 1.312  -0.62
H35 1.790 2.068 0.553  0.34
O16 -3.645 -0.749 2.136  -0.61
O17 1.159 -0.323 -4.723  -0.60
H36 -1.624 -0.954 -4.757  0.28
O18 -2.775 -2.444 -0.865  -0.68
H37 -0.388 -4.491 0.513  0.28